# C38H59N4O6PRuSe

C38H59N4O6PRuSe as an isolated structure in a non-equilibrium geometry (ωB97M-V/def2-TZVPD, the Open Molecules 2025 dataset).

**LUMO level (alpha / beta)**: 2.34 / 2.34 eV
**Maximum force**: 0.034 Eh/bohr
**Spin multiplicity**: 2
**Charge**: -1

XYZ file:
```
110
Properties=species:S:1:pos:R:3:forces:R:3
Ru -0.488 -0.547 0.845 -0.0965 -0.3419 1.6946
Se -1.383 1.818 0.627 0.0454 -0.1481 -0.1849
P -1.228 -0.736 -2.478 0.0321 -0.0286 0.3585
O 0.907 0.558 4.617 0.0724 -0.0389 -0.0457
O -0.789 -4.573 2.223 0.0813 0.0691 -0.0642
O 1.727 -0.479 0.116 -0.4194 -0.3466 -0.0042
O -1.097 -2.765 0.924 0.4433 -0.0875 -0.1547
O 0.768 -0.263 2.539 -0.1450 0.2267 0.1987
O -3.865 -1.415 0.659 -0.0583 -0.0066 0.1087
N -1.637 -1.175 2.903 0.0407 0.5391 -0.8353
N 3.969 -2.918 1.071 0.2593 -0.0274 -0.0263
N -1.069 -0.741 -0.932 -0.3478 0.2927 -0.7626
N 3.592 -1.595 0.850 -0.0993 0.1108 0.2075
C -3.772 0.315 -2.021 -0.0222 0.0578 -0.0770
C -0.245 7.638 2.587 -0.0186 -0.0824 0.0377
C 4.398 -0.478 1.205 0.0003 -0.0956 -0.1020
C 2.278 -1.554 0.439 0.2048 0.1985 -0.1449
C -3.873 -0.659 1.859 0.0406 -0.0588 -0.1913
C 5.965 1.683 1.931 -0.0303 -0.0263 -0.0064
C -1.966 4.525 1.202 -0.0589 0.0823 0.0823
C -0.506 6.212 2.170 0.0668 0.0689 0.0209
C 1.832 -2.914 0.425 -0.0974 0.1049 0.1100
C -0.797 -2.701 -4.606 0.0941 -0.0098 0.0053
C 3.870 0.491 2.048 -0.0097 -0.0135 0.0703
C 5.038 -3.260 1.991 -0.1697 0.0412 0.0871
C -0.958 -2.435 3.239 0.0114 0.0027 0.2027
C -1.276 1.989 -3.050 -0.0421 0.0026 -0.1162
C -3.107 -1.368 2.950 0.0573 -0.1342 0.0221
C 1.361 2.922 2.166 0.0801 -0.0506 -0.1294
C 1.089 -2.132 -3.065 -0.0177 -0.0317 -0.0309
C 2.872 -5.150 1.121 -0.0176 -0.0071 -0.0134
C 5.690 -0.369 0.709 0.0694 0.0479 -0.0835
C -1.219 -0.090 3.786 -0.2403 0.0940 0.2128
C -0.432 -2.324 -3.166 -0.0946 0.0351 -0.0653
C 0.950 1.018 -2.621 -0.0138 0.0449 -0.0447
C -0.797 -3.492 -2.229 -0.0136 0.0278 -0.0799
C -3.638 -2.101 -2.540 0.0349 0.0335 -0.0627
C -1.710 5.836 1.602 -0.1225 -0.0682 -0.0265
C 6.478 0.710 1.083 -0.0222 0.0018 0.0039
C 0.457 5.228 2.346 -0.0096 -0.0041 0.0016
C 4.665 1.570 2.407 0.0368 -0.0178 -0.0295
C -3.069 -0.723 -2.918 0.0609 -0.0753 0.1927
C -3.299 4.224 0.560 0.0697 0.0743 0.0300
C 2.858 -3.683 0.867 0.0351 -0.0534 -0.0892
C -0.950 -3.368 2.045 -0.1432 -0.0920 -0.2188
C -0.975 3.545 1.377 0.2895 -0.1796 0.0560
C -0.400 0.754 -3.312 -0.0281 -0.0783 0.0581
C 0.252 3.907 1.960 -0.0748 0.1284 -0.0503
C 0.274 0.101 3.672 0.3613 0.0733 -0.1468
C -0.194 0.615 -4.825 0.0804 0.0007 0.0518
C -3.395 -0.441 -4.387 -0.0250 -0.0565 0.0201
H -4.822 0.031 -1.906 0.0078 0.0150 -0.0579
H -4.729 -2.044 -2.562 0.0043 0.0048 -0.0030
H -3.469 0.345 1.698 0.0211 0.0679 -0.0076
H -0.891 -3.170 -1.193 0.0305 -0.0132 -0.0014
H -3.333 -2.877 -3.240 -0.0046 -0.0038 -0.0102
H 2.325 3.434 2.218 -0.0541 0.0346 -0.0416
H 1.412 5.497 2.789 0.0026 -0.0167 -0.0291
H 0.830 -3.235 0.196 0.0486 -0.0253 -0.0695
H 0.882 0.878 -1.546 -0.0169 0.0553 0.0412
H -4.470 -0.594 -4.534 0.0046 0.0165 0.0031
H 1.574 -3.105 -3.187 -0.0101 0.0062 -0.0160
H -2.171 2.000 -3.672 0.0410 0.0170 0.0117
H -1.118 0.389 -5.356 0.0264 0.0338 -0.0162
H -0.971 8.316 2.136 0.0049 0.0082 0.0022
H 3.458 -5.678 0.366 0.0077 0.0087 0.0113
H 4.258 2.318 3.075 0.0114 -0.0069 -0.0340
H -3.646 3.222 0.805 -0.0262 0.0180 0.0266
H -0.311 7.752 3.672 -0.0003 0.0149 -0.0065
H 4.650 -3.549 2.970 -0.0153 0.0209 0.0248
H 6.069 -1.118 0.024 -0.0218 -0.0026 0.0192
H -3.469 -1.064 3.938 0.0317 -0.0270 0.0356
H -3.336 0.346 -1.027 0.0050 -0.0135 0.0181
H 1.240 2.057 -2.807 -0.0033 -0.0235 -0.0356
H -0.219 -3.587 -4.891 -0.0129 0.0007 -0.0031
H -3.342 -2.397 -1.536 -0.0318 -0.0268 -0.0258
H -1.706 0.839 3.473 -0.0168 -0.0413 -0.0618
H -2.484 6.584 1.452 0.0077 -0.0124 -0.0024
H 6.577 2.531 2.212 -0.0032 -0.0136 0.0231
H 1.374 -1.734 -2.090 -0.0069 -0.0010 -0.0123
H 0.540 -0.151 -5.074 -0.0016 0.0572 -0.0073
H 5.623 -4.079 1.577 -0.0051 -0.0313 0.0014
H 7.489 0.796 0.703 -0.0142 -0.0001 -0.0107
H -1.417 -2.932 4.099 -0.0663 0.0637 0.0342
H -3.734 1.318 -2.443 -0.0040 -0.0239 -0.0039
H -1.731 -3.974 -2.513 0.0010 0.0045 -0.0205
H -2.871 -1.106 -5.073 -0.0422 -0.0006 0.0014
H -3.308 -2.433 2.823 -0.0233 -0.0262 0.0971
H 5.689 -2.403 2.123 0.0231 0.0072 -0.0238
H -0.566 -1.913 -5.322 -0.0026 -0.0502 -0.0099
H -4.918 -0.563 2.159 -0.0246 -0.0370 -0.0047
H 1.747 0.380 -2.997 -0.0194 0.0063 0.0192
H -4.047 4.952 0.883 0.0349 0.0263 -0.0434
H 1.847 -5.515 1.100 0.0063 0.0088 -0.0067
H 0.083 -2.229 3.477 0.0006 -0.0168 0.0530
H 1.397 2.185 1.362 -0.0085 -0.0095 -0.0123
H 0.754 7.958 2.286 -0.0057 0.0134 -0.0011
H -3.221 4.274 -0.531 -0.0096 -0.0638 0.0214
H 1.477 -1.472 -3.841 0.0039 -0.0171 0.0278
H -0.008 -4.249 -2.281 -0.0298 0.0039 -0.0378
H -0.692 2.882 -3.296 -0.0106 -0.0231 -0.0337
H -1.851 -2.955 -4.708 0.0069 -0.0337 0.0094
H 0.186 1.568 -5.210 -0.0027 -0.0027 0.0160
H 1.233 2.377 3.098 -0.0143 -0.0958 0.0927
H -2.950 -1.693 0.479 0.0382 0.0567 -0.0205
H -1.483 -0.283 4.832 0.0020 -0.0726 0.0003
H 2.852 0.394 2.410 0.0099 -0.0325 0.0097
H -3.171 0.587 -4.668 -0.0236 -0.0236 -0.0080
H 3.294 -5.379 2.100 -0.0046 -0.0013 0.0082
H -1.562 2.063 -2.003 0.0251 0.0210 0.0231
```
Forces are in eV/Å.